No. 1
# C35H36N9O5S2W

A structure of composition C35H36N9O5S2W in a non-equilibrium geometry (ωB97M-V/def2-TZVPD, OMol25).

The geometry in XYZ format:
```
88
Properties=species:S:1:pos:R:3:forces:R:3
W 0.314 -1.281 -0.555 0.45 -0.33 -1.04
N 2.390 0.201 -4.374 -0.04 0.02 -0.01
C 2.020 -0.338 -3.156 0.10 0.09 0.01
S 0.429 -0.971 -3.000 0.03 0.11 0.11
N 2.902 -0.312 -2.213 -0.03 -0.02 -0.11
N 2.442 -0.798 -0.989 -0.30 0.13 0.11
C 3.322 -0.652 -0.057 0.21 0.02 0.14
C 3.198 -0.998 1.326 -0.03 0.01 0.10
C 4.158 -0.513 2.227 -0.02 -0.03 0.07
C 4.048 -0.770 3.575 0.05 0.04 -0.05
C 2.978 -1.543 4.035 -0.06 -0.03 0.04
C 2.034 -2.054 3.168 0.03 -0.03 0.04
C 2.130 -1.785 1.797 0.17 -0.01 -0.11
O 1.256 -2.291 0.952 -0.20 0.16 0.10
H 1.865 -0.136 -5.165 0.01 -0.03 0.00
H 3.388 0.226 -4.526 0.01 0.01 0.01
H 4.248 -0.170 -0.361 0.01 0.00 -0.03
H 4.987 0.076 1.850 -0.01 0.00 -0.02
H 4.785 -0.388 4.268 -0.01 0.00 0.00
H 2.887 -1.749 5.095 0.00 0.00 -0.01
H 1.203 -2.650 3.519 0.01 0.00 -0.02
C -2.167 -4.863 -0.002 -0.07 0.04 -0.04
C -1.118 -3.906 -0.443 0.19 0.05 -0.33
N -1.274 -2.624 -0.591 -0.32 -0.14 0.82
N -2.533 -2.091 -0.401 0.01 -0.02 -0.06
C -2.503 -0.814 -0.640 -0.13 -0.10 0.16
O -1.420 -0.184 -1.004 0.18 -0.12 0.44
C -3.747 -0.041 -0.442 0.02 0.13 -0.25
C -3.881 1.215 -1.029 0.01 -0.01 0.00
C -5.038 1.954 -0.849 -0.01 0.00 0.01
C -6.067 1.444 -0.069 -0.01 0.01 0.00
C -5.936 0.194 0.519 0.01 -0.01 0.01
C -4.784 -0.552 0.332 -0.01 0.01 0.01
C 0.217 -4.314 -0.830 -0.21 0.15 -0.02
C 0.658 -5.633 -0.816 0.04 0.01 -0.06
C 1.919 -5.919 -1.292 -0.03 -0.03 0.01
C 2.691 -4.881 -1.799 0.04 0.01 -0.05
C 2.197 -3.595 -1.771 -0.04 0.04 -0.08
N 0.987 -3.297 -1.282 -0.05 -0.15 0.44
H -3.112 -4.347 0.131 0.00 0.00 0.00
H -1.871 -5.306 0.951 0.00 0.00 0.00
H -2.297 -5.671 -0.724 0.00 0.01 -0.01
H -3.075 1.596 -1.645 0.00 -0.01 0.01
H -5.146 2.924 -1.318 0.00 0.00 0.00
H -6.971 2.020 0.081 0.00 0.00 0.00
H -6.735 -0.200 1.134 0.00 0.00 0.00
H -4.668 -1.517 0.802 0.01 0.00 0.00
H 0.007 -6.408 -0.438 0.01 0.00 0.00
H 2.293 -6.934 -1.285 0.00 0.01 -0.01
H 3.672 -5.060 -2.215 -0.01 0.00 0.01
H 2.779 -2.777 -2.166 0.01 0.01 0.03
C 1.251 4.525 -2.649 -0.03 0.02 0.00
C 1.614 3.104 -2.145 0.00 0.01 0.01
N 0.403 2.356 -1.857 0.03 0.07 -0.07
C -0.322 2.974 -0.759 0.02 -0.04 0.05
C -0.680 4.440 -1.106 0.00 0.02 -0.03
N -0.243 4.673 -2.527 0.00 -0.02 0.00
C -0.941 3.694 -3.432 0.01 0.03 0.01
C -0.430 2.284 -3.048 -0.01 -0.06 -0.01
H 1.495 4.682 -3.698 0.01 -0.01 0.00
H 1.698 5.323 -2.059 0.01 0.00 0.00
H 2.214 3.161 -1.237 0.00 -0.01 0.00
H 2.193 2.570 -2.898 -0.01 0.00 0.00
H 0.304 2.946 0.131 -0.02 -0.02 -0.01
H -1.215 2.385 -0.555 0.00 0.00 -0.01
H -0.156 5.170 -0.491 0.00 -0.01 0.01
H -1.749 4.644 -1.063 -0.01 0.00 0.01
H -0.501 5.618 -2.800 0.00 0.00 0.00
H -0.703 3.974 -4.457 0.00 -0.01 0.00
H -2.010 3.825 -3.269 0.00 -0.01 0.00
H 0.162 1.862 -3.858 -0.01 0.00 0.03
H -1.258 1.603 -2.859 0.02 0.01 0.00
O -1.265 -2.174 3.460 0.01 0.00 0.02
S -1.534 -0.865 2.952 0.02 -0.03 0.02
O -2.892 -0.427 2.841 0.00 -0.04 0.00
N -0.746 -0.633 1.521 0.09 -0.09 -0.31
C 0.131 0.343 1.582 -0.06 -0.04 -0.09
O 0.798 0.577 0.531 -0.09 0.21 -0.01
C 0.283 0.983 2.903 -0.01 -0.01 0.04
C 1.168 1.959 3.319 0.00 0.01 -0.01
C 1.142 2.326 4.660 0.03 0.02 0.01
C 0.261 1.722 5.550 -0.01 0.00 0.03
C -0.621 0.729 5.132 0.02 0.00 -0.01
C -0.583 0.378 3.801 0.00 -0.01 0.03
H 1.871 2.403 2.626 0.00 -0.01 -0.01
H 1.825 3.083 5.022 0.00 0.00 0.00
H 0.270 2.021 6.590 0.00 0.00 -0.01
H -1.295 0.245 5.826 -0.01 0.00 -0.01
```
Positions in Å, forces in eV/Å.

## Properties
Kohn-Sham gap (alpha / beta): 6.2 / 6.2 eV
Energy relative to the best compared isomer or geometry (same formula, charge and spin): 6.23 kcal/mol
Net charge: +1
HOMO (alpha / beta): -8.8 / -8.8 eV



No. 2
# C35H37BiN6SSb2

A structure of composition C35H37BiN6SSb2 (ωB97M-V/def2-TZVPD, OMol25).

The geometry in XYZ format:
```
82
Properties=species:S:1:pos:R:3:forces:R:3
Bi -0.222 0.360 -0.048 -0.25 0.35 -0.02
N -2.122 3.396 3.259 0.07 0.00 0.12
C -1.827 2.760 2.134 0.06 -0.27 -0.08
N -0.777 2.006 1.955 0.28 -0.11 0.25
C 0.144 1.888 3.005 -0.15 0.05 0.06
N 1.320 1.366 2.865 -0.19 -0.04 -0.29
N 1.571 0.877 1.597 -0.24 0.24 0.13
C 2.791 0.812 1.259 0.31 -0.27 -0.32
C 3.168 0.246 -0.057 -0.25 0.13 0.22
C 4.495 0.229 -0.437 0.20 0.02 0.02
C 4.834 -0.266 -1.687 0.12 0.01 -0.03
C 3.829 -0.723 -2.519 0.02 -0.04 -0.03
C 2.523 -0.683 -2.059 -0.12 0.07 0.17
N 2.186 -0.219 -0.853 0.14 -0.05 0.01
C -0.227 2.409 4.323 0.15 -0.03 -0.17
C 0.536 2.175 5.471 0.09 -0.04 -0.02
C 0.168 2.743 6.670 -0.03 0.01 0.03
C -0.960 3.566 6.740 0.03 0.01 0.05
C -1.727 3.805 5.620 -0.07 0.04 0.03
C -1.355 3.212 4.419 -0.19 0.10 -0.06
H -2.949 3.970 3.301 -0.03 0.03 0.00
H -2.535 2.876 1.320 0.04 0.01 -0.03
H 3.568 1.171 1.931 0.01 -0.08 -0.02
H 5.252 0.603 0.242 -0.02 -0.01 -0.05
H 5.868 -0.286 -2.008 -0.05 0.00 0.03
H 4.045 -1.112 -3.505 -0.02 0.02 0.04
H 1.714 -1.035 -2.690 -0.01 0.02 0.04
H 1.417 1.551 5.392 -0.04 0.03 0.01
H 0.755 2.557 7.560 -0.02 0.02 -0.04
H -1.237 4.023 7.681 0.01 -0.02 -0.02
H -2.605 4.439 5.671 0.05 -0.05 0.00
S -1.964 -2.759 2.927 -0.12 -0.14 0.14
C -0.275 -2.994 2.916 -0.01 -0.07 0.07
C 0.356 -2.157 2.047 -0.01 0.15 -0.19
C -0.563 -1.310 1.363 0.15 0.11 -0.01
C -1.862 -1.522 1.748 -0.23 0.13 -0.15
C -3.027 -0.804 1.196 0.36 -0.10 0.00
C -4.343 -1.021 1.587 0.00 -0.12 0.11
C -5.354 -0.317 0.962 -0.12 0.01 0.01
C -5.040 0.590 -0.044 -0.02 -0.03 0.02
C -3.714 0.758 -0.381 0.09 -0.11 0.08
N -2.728 0.080 0.229 -0.03 0.18 -0.03
H 0.168 -3.741 3.561 -0.04 0.06 -0.05
H 1.430 -2.153 1.905 -0.11 0.02 0.01
H -4.565 -1.741 2.365 -0.01 0.03 -0.03
H -6.385 -0.477 1.252 0.04 0.00 0.00
H -5.808 1.149 -0.561 0.01 -0.02 0.00
H -3.411 1.440 -1.169 0.00 -0.07 0.12
C -2.383 4.169 -4.183 -0.04 0.03 0.03
Sb -1.526 2.563 -3.067 0.17 -0.02 0.00
C 0.471 3.356 -3.000 -0.03 0.00 0.00
C -1.159 1.246 -4.749 -0.16 -0.05 -0.06
C -2.363 0.384 -5.023 0.05 0.06 0.09
C -3.497 0.989 -5.577 0.02 0.04 0.03
C -4.675 0.292 -5.786 0.01 -0.01 0.00
C -4.745 -1.052 -5.441 0.00 0.02 -0.01
C -3.625 -1.672 -4.915 0.05 -0.04 0.00
C -2.426 -0.981 -4.705 0.05 -0.07 0.01
C -1.247 -1.768 -4.190 -0.11 0.04 -0.01
Sb -1.085 -1.865 -2.048 -0.03 -0.08 -0.20
C 0.133 -3.601 -1.913 0.02 0.00 0.06
C -2.954 -2.771 -1.636 -0.03 0.05 0.10
H -1.830 4.296 -5.113 -0.03 0.01 0.03
H -2.317 5.085 -3.594 -0.01 -0.03 -0.04
H -3.432 3.967 -4.399 0.07 0.02 0.01
H 0.673 3.897 -3.923 0.05 -0.01 0.02
H 1.191 2.540 -2.902 -0.01 0.03 0.01
H 0.592 4.036 -2.155 -0.01 -0.03 -0.05
H -0.253 0.681 -4.534 -0.01 -0.04 0.00
H -0.944 1.914 -5.586 0.00 -0.08 -0.03
H -3.442 2.036 -5.859 0.00 -0.08 0.00
H -5.530 0.790 -6.229 0.07 -0.03 0.03
H -5.654 -1.618 -5.608 0.07 0.04 0.02
H -3.664 -2.734 -4.688 0.01 0.08 -0.03
H -0.290 -1.428 -4.583 -0.02 0.04 -0.06
H -1.357 -2.821 -4.455 0.02 0.05 -0.08
H -0.313 -4.372 -2.540 0.05 -0.02 0.03
H 0.161 -3.939 -0.877 0.02 -0.01 -0.05
H 1.149 -3.399 -2.252 -0.03 -0.04 0.01
H -3.033 -3.660 -2.263 -0.05 0.03 0.05
H -3.765 -2.080 -1.866 0.03 -0.05 0.01
H -2.992 -3.059 -0.585 -0.02 -0.01 -0.07
```
Positions in Å, forces in eV/Å.

## Properties
Kohn-Sham gap: 6.8 eV
Energy relative to the best compared isomer or geometry (same formula, charge and spin): 0.00 kcal/mol
Net charge: +2
HOMO: -12.6 eV